This record from the OMol25 dataset describes a 15-piece molecular cluster, C38H90O15 overall. The level of theory is ωB97M-V/def2-TZVPD.

Element x y z (Å)
O -1.11 3.43 5.93
O -1.91 -2.68 -2.01
O 4.13 -3.62 -5.03
O -5.50 1.44 -1.01
O 2.67 0.38 3.71
O 2.28 0.13 -5.05
O -0.24 1.26 -5.31
O 2.84 2.64 2.02
O 3.50 3.00 -0.58
O 3.56 0.50 -2.39
O -3.60 6.04 -0.42
O -1.75 -3.16 4.99
O 1.38 3.53 -2.34
O 1.24 -0.63 -0.76
O 2.50 -5.14 2.30
C 2.63 0.77 5.07
C -1.77 2.26 5.54
C -0.56 3.23 3.61
C -0.56 -1.48 4.02
C -2.90 5.56 0.74
C -2.57 -2.85 3.85
C -0.72 0.56 -1.01
C 0.39 -0.20 -1.81
C 0.05 1.19 0.07
C 2.49 -3.07 -3.31
C 3.79 -0.48 3.50
C -3.27 -3.18 -1.84
C -1.07 0.34 -5.93
C 4.44 -4.28 1.21
C -0.92 -2.04 5.41
C -4.98 2.71 -2.76
C -1.71 4.97 -1.33
C -3.17 -4.14 -0.64
C -2.02 4.50 0.07
C -1.41 -0.84 -5.01
C 4.75 -3.85 -3.75
C 3.09 -3.96 1.87
C -1.68 -4.57 -0.67
C 3.00 -0.50 5.80
C 3.92 -1.17 4.87
C -1.66 2.30 4.03
C 0.99 0.08 0.43
C -4.31 0.82 -1.50
C -0.97 -3.29 -1.13
C -2.34 1.03 -6.29
C 2.66 -3.54 -4.82
C -2.64 6.18 -1.50
C -1.97 -1.53 3.34
C 2.10 -3.22 1.01
C 3.90 -2.94 -2.88
C -5.49 2.84 -1.33
C -4.03 1.51 -2.80
C -0.06 3.77 5.01
H 2.94 0.01 -5.73
H 3.39 -3.44 2.78
H -1.08 4.39 0.62
H -1.58 1.30 3.59
H -4.33 0.86 -3.62
H 3.61 -1.04 2.58
H 0.10 -2.21 3.53
H 4.93 -1.02 5.24
H -4.82 3.35 -0.64
H -3.95 -4.91 -0.64
H 4.18 -1.90 -3.04
H 2.54 -2.29 0.65
H -3.98 -2.45 -1.44
H 3.33 1.60 5.20
H -2.30 6.35 1.18
H 5.80 -3.56 -3.68
H -1.60 -0.49 -4.00
H 3.65 1.34 -1.93
H -1.61 -5.37 -1.41
H 3.11 -5.61 2.88
H -1.22 1.38 -1.53
H -1.46 -0.14 -0.63
H 3.43 2.77 0.34
H -3.62 5.10 1.41
H -0.81 -2.54 -0.36
H 1.91 -2.15 -3.22
H -1.49 -1.33 6.00
H 5.12 -4.80 1.88
H 0.01 -0.56 4.13
H -1.87 -1.53 2.25
H -0.68 5.30 -1.34
H -4.53 -0.25 -1.55
H -3.64 -2.85 4.06
H 3.50 3.95 -0.59
H -0.86 4.12 3.06
H 4.75 -4.92 -3.50
H -3.24 6.18 -2.42
H -0.64 1.44 0.87
H -2.52 2.74 3.52
H -1.93 4.23 -2.10
H -0.58 0.02 -6.85
H -2.79 2.06 5.87
H -3.62 -3.65 -2.76
H -0.16 -1.01 -2.30
H 2.05 -4.40 -5.10
H -2.49 3.51 0.09
H -2.17 1.86 -6.97
H 2.23 -2.71 -5.39
H -5.85 2.60 -3.41
H 0.23 2.89 2.95
H -2.33 -1.37 -5.25
H 1.65 1.16 5.34
H -0.09 -3.32 -1.78
H 1.19 -3.06 1.58
H -3.34 -3.54 0.25
H 2.08 -1.09 5.88
H 2.59 2.03 2.72
H 3.07 3.45 2.48
H -3.45 0.93 -0.83
H 3.57 -0.40 6.72
H 0.57 2.10 -0.24
H 4.00 -3.19 -1.82
H -1.32 -5.02 0.26
H -3.10 1.20 -5.53
H 4.62 0.19 3.30
H -1.12 1.45 5.87
H -4.51 3.63 -3.10
H 4.95 -3.36 0.94
H -6.46 3.34 -1.27
H 1.97 -3.87 -2.79
H -2.28 -3.62 3.13
H -2.17 7.15 -1.33
H -0.05 -2.26 6.02
H 0.16 4.84 4.95
H -2.99 1.75 -2.99
H 1.92 0.53 0.80
H 1.82 3.07 -3.05
H 4.32 -4.96 0.36
H 1.76 -3.74 0.12
H -2.55 -0.66 3.64
H 1.92 3.36 -1.56
H 0.97 0.35 -2.55
H 2.82 0.07 -1.96
H -2.82 0.31 -6.96
H 2.76 0.03 -4.23
H 0.84 3.28 5.36
H 3.69 -2.23 4.94
H 0.59 0.78 -5.29
H -0.61 -1.58 -5.02
H 0.59 -0.57 1.20

Values from the calculation:
**Calculated total energy**: -2630.252805 Eh
**Frontier orbital gap**: 9.356 eV
**E_LUMO**: 0.0 eV



This record from the OMol25 dataset describes C38H93AsF8N8NiO11S2 as an isolated structure. The level of theory is ωB97M-V/def2-TZVPD.

Element x y z (Å)
As -6.03 -1.33 -0.31
Ni -3.87 0.71 2.02
S -0.81 0.00 2.94
S -1.13 -0.59 0.55
F -7.01 0.08 0.05
F -7.30 -2.03 -1.19
F -4.97 -2.62 -0.61
F -5.42 -0.48 -1.67
F -1.69 -0.46 4.19
F -2.22 -0.14 -0.55
F -6.55 -2.03 1.17
F -4.72 -0.56 0.66
O 4.65 0.30 4.97
O -1.00 -1.96 0.29
O -0.49 1.33 3.30
O -4.57 -0.64 3.46
O 1.41 -2.21 -3.61
O 0.22 -0.96 2.94
O -0.08 0.32 0.22
O 3.46 -3.05 -1.32
O -2.74 -4.84 3.41
O -3.13 2.12 3.35
O 0.38 2.84 -5.19
N 2.90 -2.93 -6.01
N -3.71 2.32 0.65
N -2.03 -0.11 1.80
N -2.22 -4.65 0.58
N 1.59 -1.24 6.36
N -5.92 1.24 2.31
N 0.60 3.96 -4.36
N 4.42 -2.08 -0.96
C 2.93 -1.21 0.71
C 0.45 2.63 -2.29
C 5.00 1.56 4.47
C -2.77 3.34 2.70
C 4.88 0.08 0.00
C 1.88 -1.85 -5.97
C 1.47 4.92 -2.28
C -4.10 -1.97 3.70
C 3.26 0.18 5.18
C 1.27 -1.71 -7.34
C 3.79 -0.85 -0.50
C 2.64 3.04 -3.42
C 2.85 -0.12 -1.49
C -2.52 3.04 1.25
C -1.75 4.68 -4.55
C -3.22 2.19 4.75
C -0.01 5.56 -6.11
C -3.28 -5.95 4.08
C 5.29 -1.86 -3.31
C -0.28 5.06 -4.69
C 6.26 -3.48 -1.69
C 6.60 -1.09 -1.32
C -5.82 -0.38 4.10
C 2.95 -1.16 5.78
C 3.12 -2.30 4.77
C -0.13 -5.85 0.86
C 0.38 -2.61 -2.72
C -1.44 -5.10 2.86
C -7.80 1.11 3.93
C 0.87 -2.17 -4.92
C 0.01 6.25 -3.76
C 5.98 0.28 -1.03
C 1.27 3.64 -3.12
C -1.52 -5.64 1.44
C -2.15 4.27 0.45
C -6.28 1.02 3.74
C 5.58 -2.11 -1.83
C 0.27 5.85 -2.32
H 7.06 -1.42 -0.39
H -1.92 3.85 3.15
H 5.55 -4.29 -1.88
H -1.14 4.61 0.69
H -2.04 4.51 -3.51
H -1.70 2.32 1.16
H -8.09 0.67 4.88
H 3.64 -1.39 6.59
H 1.67 4.59 -1.26
H 0.88 -2.75 -1.76
H -1.98 3.78 -5.11
H -1.65 -3.82 0.54
H -2.80 5.13 0.64
H 6.77 0.93 -0.63
H 0.90 6.77 -4.14
H -0.60 5.37 -1.87
H 6.15 -1.94 -3.96
H -0.54 6.48 -6.35
H 3.20 3.70 -4.09
H -2.17 4.06 -0.62
H 5.62 0.74 -1.96
H 4.66 2.39 5.10
H 4.60 1.70 3.45
H 0.18 1.73 -2.84
H 0.50 -6.50 1.48
H 7.05 -3.55 -2.43
H 0.39 -1.08 -7.34
H -0.80 6.98 -3.80
H -0.52 3.11 -2.08
H 2.08 -1.85 0.48
H -0.11 -3.54 -3.03
H -4.48 2.98 0.61
H -0.88 -5.74 3.56
H -3.84 -2.13 4.75
H 1.06 5.68 -6.29
H 2.34 5.43 -2.70
H -6.57 0.65 1.77
H 4.50 -2.54 -3.64
H -8.17 2.13 3.86
H 0.45 6.78 -1.76
H 1.96 -1.25 -8.05
H 1.08 2.89 -5.85
H 6.69 -3.62 -0.70
H 2.52 -2.20 3.86
H -3.37 1.19 5.15
H -3.10 -6.89 3.56
H 3.49 -1.65 1.53
H 3.34 -2.98 -5.11
H 2.70 0.92 -1.21
H -0.94 -4.13 2.83
H 1.00 -2.68 -7.78
H 7.37 -0.96 -2.09
H 3.61 -2.71 -6.70
H -5.79 1.78 4.34
H 0.37 -3.12 -5.17
H 5.36 -0.35 0.88
H -2.97 -5.98 5.13
H -3.23 -2.15 3.08
H -3.65 4.00 2.80
H -2.30 2.62 5.17
H 4.82 -0.88 -3.46
H -3.04 -4.36 1.11
H 3.09 -2.76 -2.18
H 0.94 -0.85 5.68
H 2.67 0.32 4.26
H -8.31 0.54 3.15
H 6.09 1.61 4.37
H -2.38 5.49 -4.94
H -0.44 -1.90 -2.53
H 1.49 -0.55 7.11
H -2.16 -6.52 1.34
H -6.17 2.18 2.02
H 0.08 -1.40 -4.94
H -3.43 2.19 -0.32
H 4.17 -2.39 4.52
H 0.38 -4.88 0.83
H -5.74 -0.55 5.18
H 1.92 -0.66 -1.64
H 2.43 -0.94 -5.71
H -4.37 -5.82 4.15
H 3.25 -0.06 -2.51
H 3.21 2.87 -2.51
H -0.18 -6.26 -0.14
H 2.79 -3.24 5.22
H -0.30 4.79 -6.83
H 4.45 1.05 0.27
H 2.48 -0.32 1.17
H 2.93 0.99 5.86
H 2.49 2.11 -3.97
H -4.85 -2.70 3.38
H -4.04 2.81 5.14
H -6.52 -1.13 3.73
H 0.90 2.39 -1.33

Values from the calculation:
**2S+1**: 3
**Calculated total energy**: -8108.757904 Eh
**Frontier orbital gap (alpha / beta)**: 7.533 / 7.514 eV
**E_LUMO (alpha / beta)**: -0.4 / -0.4 eV



This record from the OMol25 dataset describes a 7-piece molecular cluster, C38H93BClN4O24P2S8 overall. The level of theory is ωB97M-V/def2-TZVPD.

Element x y z (Å)
Cl 2.22 9.26 4.02
S 1.21 -7.99 -7.56
S 2.91 -3.19 2.86
S -6.64 6.94 9.25
S 3.67 -9.49 -6.51
S 1.19 -3.81 -2.43
S -2.41 3.74 2.88
S 2.92 2.76 1.60
S -3.97 -6.32 -3.08
P -1.71 4.27 -0.72
P 2.57 4.55 1.09
O 2.06 6.97 -1.04
O -2.97 -5.92 -2.14
O 2.63 5.61 2.32
O -3.58 -7.30 -4.05
O 0.50 -2.97 -3.36
O 0.57 -9.22 -7.93
O 3.68 5.15 0.08
O 1.18 -5.29 -2.97
O 3.86 -2.09 2.21
O 3.84 -8.12 -6.89
O 3.53 -9.82 -5.12
O -5.97 8.19 9.10
O 1.43 5.10 -2.41
O -1.38 4.80 -2.25
O 3.30 -3.44 4.21
O -5.98 6.12 10.43
O 1.69 -7.84 -6.22
O -6.79 6.09 8.11
O -5.29 -6.78 -2.35
O 4.84 -10.34 -7.15
O 2.51 -3.43 -2.02
O 0.25 -6.79 -7.92
O -2.61 3.57 6.71
O 1.55 -2.83 2.58
N -0.36 3.18 1.23
N 0.17 6.07 0.95
N -2.27 2.67 -1.08
N -2.89 7.43 0.53
C -1.71 7.85 0.67
C 3.10 -5.48 -4.52
C 3.74 4.84 -3.26
C 0.95 5.00 0.14
C -0.56 7.07 0.06
C -0.64 4.01 2.42
C -0.02 7.86 3.28
C 2.50 -7.61 -8.68
C 0.71 8.44 4.50
C -4.63 -4.89 -3.87
C 3.40 -4.54 1.85
C 6.20 -9.91 -6.89
C -0.42 4.24 6.05
C 0.95 0.34 -1.75
C 0.70 2.72 -0.98
C -0.20 6.35 3.42
C -0.62 5.57 2.17
C -3.90 3.40 6.15
C 0.60 1.26 -0.56
C -3.56 6.43 10.11
C -1.11 -6.82 -7.43
C 0.03 3.77 -0.06
C -8.20 7.20 10.01
C -5.31 -8.12 -1.78
C 2.34 -10.20 -7.41
C 1.61 -5.53 -4.34
C 3.62 -0.72 2.59
C -1.19 -6.55 -5.95
C -1.86 4.68 6.29
C 0.29 3.47 3.57
C -4.72 5.45 10.17
C -0.23 0.06 -2.67
C -0.18 3.14 5.00
C 6.67 -10.24 -5.49
C 0.19 -4.07 -1.01
C 4.15 -0.38 3.97
C 2.32 5.35 -3.51
C -4.50 -8.23 -0.50
B 1.53 5.70 -1.23
H 0.64 -4.83 -0.38
H 4.45 5.66 -3.18
H -2.28 2.42 3.11
H 2.12 -7.71 -9.70
H 7.73 -9.99 -5.40
H -1.56 -7.79 -7.69
H 0.71 5.93 3.83
H 1.31 1.05 0.24
H -0.09 3.84 7.01
H -1.62 -6.06 -8.01
H -1.04 -0.43 -2.13
H 1.95 7.53 -1.82
H -2.03 4.51 -2.90
H 4.47 -4.67 1.94
H -3.65 7.10 9.25
H -4.29 4.32 5.71
H -1.00 8.35 3.20
H -3.56 8.09 0.91
H -3.44 -8.09 -0.68
H 0.07 -0.60 -3.48
H 6.12 -9.67 -4.74
H 6.54 -11.30 -5.28
H 0.10 9.15 5.04
H -0.40 0.99 -0.21
H 0.28 2.83 -1.98
H 6.79 -10.45 -7.63
H 0.99 7.65 5.19
H 0.12 -3.13 -0.47
H 1.20 4.06 3.66
H -3.54 7.05 11.01
H -2.62 5.88 10.03
H -0.73 -7.34 -5.37
H 2.47 -9.96 -8.46
H -0.67 -5.62 -5.71
H 2.34 -11.27 -7.25
H 3.59 -6.16 -3.83
H -1.84 5.41 7.11
H -1.65 5.84 1.95
H -4.82 -7.47 0.22
H 3.79 4.27 -2.32
H -4.65 -9.22 -0.07
H 2.85 -6.60 -8.49
H 1.88 4.82 -4.36
H 0.92 6.63 1.37
H -4.81 4.86 9.26
H -0.63 0.97 -3.12
H 4.07 4.19 -4.06
H 4.56 4.95 0.45
H -3.79 -4.41 -4.38
H 4.04 0.69 4.14
H -6.36 -8.30 -1.59
H 3.51 -4.48 -4.35
H 0.67 2.57 5.39
H -5.05 -4.24 -3.12
H -1.00 2.42 5.02
H -3.85 2.58 5.42
H -1.18 2.61 1.07
H -2.31 5.17 5.43
H 5.20 -0.65 4.05
H -4.60 4.77 11.00
H -2.94 2.70 -1.85
H 6.28 -8.84 -7.11
H 1.73 0.85 -2.33
H 3.12 -4.33 0.82
H -4.97 -8.82 -2.53
H 2.55 -0.50 2.50
H 4.14 -0.14 1.82
H 1.23 -6.52 -4.56
H 1.43 -9.75 -7.02
H -8.05 7.70 10.96
H 0.64 2.53 3.15
H -4.56 3.06 6.95
H -5.38 -5.21 -4.59
H 3.61 -0.91 4.74
H 2.32 6.41 -3.77
H 0.19 7.79 -0.24
H 2.96 6.49 2.07
H -8.70 6.25 10.13
H 1.76 2.95 -1.07
H -8.77 7.85 9.34
H 2.87 -5.41 2.22
H 3.35 -5.79 -5.54
H -1.00 6.17 4.14
H 1.36 -0.59 -1.38
H -2.82 2.34 -0.29
H 1.09 -4.82 -4.99
H -0.93 6.58 -0.83
H -1.48 8.81 1.13
H 0.23 5.10 5.87
H 0.55 8.14 2.39
H -0.80 -4.39 -1.34
H -2.23 -6.47 -5.62
H 3.30 -8.32 -8.50

Values from the calculation:
**Calculated total energy**: -7881.391949 Eh
**Frontier orbital gap**: 8.112 eV
**Total charge**: +1
**E_LUMO**: -2.2 eV